[1]
{
  "formula": "C27H28F8O27",
  "method": "the ωB97M-V functional and the def2-TZVPD basis",
  "homo_energy_ev": -11.072,
  "multiplicity": 1,
  "smiles": "O=C1OC[C@@H](F)O1.O=C1OC[C@@H](F)O1.O=C1OC[C@@H](F)O1.O=C1OC[C@@H](F)O1.O=C1OC[C@@H](F)O1.O=C1OC[C@@H](F)O1.O=C1OC[C@@H](F)O1.O=C1OC[C@@H](F)O1.O=C1OCCO1",
  "gap_ev": 10.90,
  "symbols": ["C", "C", "O", "C", "O", "O", "H", "H", "H", "H", "C", "C", "O", "C", "O", "O", "F", "H", "H", "H", "C", "C", "O", "C", "O", "O", "F", "H", "H", "H", "C", "C", "O", "C", "O", "O", "F", "H", "H", "H", "C", "C", "O", "C", "O", "O", "F", "H", "H", "H", "C", "C", "O", "C", "O", "O", "F", "H", "H", "H", "C", "C", "O", "C", "O", "O", "F", "H", "H", "H", "C", "C", "O", "C", "O", "O", "F", "H", "H", "H", "C", "C", "O", "C", "O", "O", "F", "H", "H", "H"],
  "positions_angstrom": [[1.2437, 0.2139, -0.0665], [0.8225, -0.2805, -1.4551], [-0.5361, -0.6247, -1.2457], [-0.7638, -0.8066, 0.0820], [-1.7350, -1.3391, 0.5118], [0.3330, -0.4715, 0.7874], [1.0777, 1.2935, -0.0290], [2.2594, -0.0471, 0.2090], [1.4256, -1.1120, -1.8312], [0.9587, 0.4943, -2.2069], [-2.3791, -4.1859, -3.0769], [-1.9192, -2.7238, -3.1349], [-2.9287, -2.1279, -3.8953], [-3.6159, -3.0776, -4.5968], [-4.4770, -2.8506, -5.3734], [-3.1515, -4.3038, -4.2778], [-0.7431, -2.6293, -3.7980], [-3.0561, -4.3708, -2.2432], [-1.5513, -4.8863, -3.1282], [-1.8484, -2.3205, -2.1288], [6.8965, 0.4073, 1.1520], [5.7305, 1.1573, 1.7332], [4.6329, 0.3996, 1.3089], [5.0077, -0.3832, 0.2599], [4.2774, -1.1227, -0.3148], [6.3230, -0.2451, 0.0171], [5.5924, 2.3979, 1.1525], [7.2133, -0.3748, 1.8538], [7.8104, 0.9358, 0.9002], [5.7557, 1.2967, 2.8097], [-2.0308, -3.1075, 4.7524], [-3.1681, -2.8471, 3.7915], [-4.0940, -2.1599, 4.5695], [-3.7526, -2.2666, 5.8969], [-4.3261, -1.7717, 6.7979], [-2.6647, -3.0744, 6.0109], [-3.7403, -4.0282, 3.3843], [-1.3476, -2.2511, 4.6881], [-1.4569, -4.0024, 4.5396], [-2.8731, -2.3219, 2.8868], [-2.2623, 5.3288, -0.7705], [-0.8910, 5.8676, -0.4508], [-0.2064, 4.7587, 0.0463], [-1.1196, 3.8385, 0.4605], [-0.8475, 2.8272, 1.0313], [-2.3552, 4.2123, 0.1372], [-0.9909, 6.8543, 0.5049], [-2.3175, 4.9972, -1.8044], [-3.1349, 5.9513, -0.5972], [-0.3726, 6.3212, -1.2888], [-4.4836, 0.5707, 0.3772], [-4.6481, 1.9984, -0.1159], [-6.0584, 2.1521, -0.1008], [-6.5609, 1.3015, 0.8318], [-7.6931, 1.2197, 1.1578], [-5.5454, 0.5458, 1.3441], [-4.2202, 2.1899, -1.3834], [-3.5370, 0.4058, 0.8763], [-4.7043, -0.1412, -0.4187], [-4.1878, 2.7061, 0.5720], [1.3872, 2.4882, 3.2241], [2.7911, 3.0384, 3.1147], [3.5003, 2.2075, 3.9991], [2.6190, 1.7589, 4.9571], [2.9322, 1.2180, 5.9545], [1.3586, 2.0442, 4.5730], [2.8768, 4.3324, 3.5119], [1.2196, 1.6997, 2.4912], [0.6465, 3.2573, 3.0248], [3.2119, 2.9227, 2.1168], [1.2367, 1.7409, -4.5729], [-0.2008, 1.2149, -4.6745], [-0.8604, 1.9687, -3.6893], [-0.2102, 3.1582, -3.5602], [-0.6868, 4.1208, -3.0550], [0.9732, 3.1033, -4.2018], [-0.2812, -0.0984, -4.4151], [1.7572, 1.7596, -5.5234], [1.7844, 1.2171, -3.7910], [-0.6225, 1.4455, -5.6554], [2.8918, -5.8119, -0.9128], [3.8313, -4.6663, -0.5221], [3.6630, -3.7545, -1.5710], [2.5450, -4.0312, -2.2617], [1.9932, -3.3185, -3.0260], [2.0565, -5.2610, -1.9049], [5.1241, -5.0639, -0.4653], [2.3524, -6.1866, -0.0426], [3.4846, -6.6613, -1.2641], [3.5610, -4.2307, 0.4401]]
}


[2]
{
  "formula": "C27H28FeN2O3P2S2",
  "method": "the ωB97M-V functional and the def2-TZVPD basis",
  "homo_energy_ev": [-8.235, -9.961],
  "multiplicity": 6,
  "total_charge": 1,
  "gap_ev": [4.22, 5.82],
  "symbols": ["C", "C", "C", "C", "C", "C", "C", "C", "C", "C", "C", "C", "C", "H", "H", "H", "H", "H", "H", "H", "N", "Fe", "C", "H", "H", "C", "H", "H", "P", "P", "C", "H", "H", "H", "C", "H", "H", "H", "C", "H", "H", "H", "C", "H", "H", "H", "C", "O", "H", "O", "S", "O", "N", "C", "S", "C", "C", "C", "C", "C", "C", "H", "H", "H", "H"],
  "positions_angstrom": [[-1.7320, 2.7074, -3.6899], [-1.6440, 1.6722, -2.7303], [-0.3533, 1.0890, -2.4851], [0.7026, 2.0538, -2.5463], [0.5367, 3.2851, -3.2242], [-0.6319, 3.5365, -3.9151], [1.8823, 1.7494, -1.8931], [2.3157, 0.4222, -2.0740], [1.2994, -0.5725, -2.2677], [1.6452, -1.8783, -2.7035], [2.9893, -2.1969, -2.8447], [3.9929, -1.2757, -2.5314], [3.6638, 0.0111, -2.1475], [-2.7072, 2.9431, -4.1181], [1.3761, 3.9764, -3.2431], [-0.6839, 4.4063, -4.5709], [2.5665, 2.5180, -1.5276], [3.2514, -3.1970, -3.1939], [5.0316, -1.5758, -2.6110], [4.4339, 0.7438, -1.8967], [-0.0369, -0.1671, -1.9850], [-0.5247, -1.2272, -0.6036], [-2.6210, 1.6884, -1.6224], [-2.7835, 0.6960, -1.1777], [-3.5889, 2.1479, -1.8915], [0.5992, -2.9754, -2.8124], [-0.2363, -2.6813, -3.4640], [1.0476, -3.9090, -3.1798], [-1.6487, 2.8272, -0.3875], [-0.0857, -3.2595, -1.1074], [1.2787, -3.8766, -0.0727], [0.9034, -3.9201, 0.9591], [1.6007, -4.8756, -0.4008], [2.1275, -3.1794, -0.1004], [-1.3397, -4.5432, -1.2302], [-0.9458, -5.4239, -1.7589], [-1.6448, -4.8107, -0.2087], [-2.2063, -4.1297, -1.7672], [-2.5418, 4.3818, -0.3257], [-3.6134, 4.1648, -0.2027], [-2.1601, 4.9456, 0.5314], [-2.3360, 4.9195, -1.2556], [-2.1278, 1.9743, 1.1292], [-1.3435, 2.0405, 1.8905], [-3.0440, 2.4726, 1.4933], [-2.3666, 0.9099, 0.9560], [0.8176, -0.2878, 0.7634], [1.7294, 0.4796, 0.5338], [-0.2589, 3.3052, -0.6642], [1.2429, 1.8837, 2.9384], [1.5906, 0.5274, 3.3056], [2.9373, 0.0182, 3.2636], [0.6342, -0.5567, 2.1300], [-0.5030, -1.1022, 2.6356], [-1.5359, -1.7190, 1.4296], [-0.5167, -0.9457, 4.0696], [-1.4326, -1.4739, 4.9934], [-1.2738, -1.1906, 6.3495], [-0.2237, -0.3800, 6.8108], [0.7142, 0.1383, 5.9075], [0.5314, -0.1419, 4.5501], [-2.2405, -2.1002, 4.6271], [-1.9763, -1.6111, 7.0664], [-0.1235, -0.1608, 7.8747], [1.5904, 0.7099, 6.2240]]
}


[3]
{
  "formula": "C27H28N2O7",
  "method": "the ωB97M-V functional and the def2-TZVPD basis",
  "homo_energy_ev": -8.324,
  "multiplicity": 1,
  "smiles": "COCCOC(=O)C1=C(C)NC(C)=C(C(=O)OC/C=C/c2ccccc2)[C@@H]1c1cccc([N+](=O)[O-])c1",
  "gap_ev": 8.04,
  "symbols": ["C", "H", "O", "C", "C", "H", "H", "O", "C", "O", "C", "C", "N", "C", "C", "C", "O", "O", "C", "C", "C", "C", "C", "C", "C", "C", "C", "H", "H", "H", "H", "H", "H", "H", "H", "H", "C", "C", "C", "C", "C", "C", "C", "H", "H", "H", "N", "O", "O", "H", "H", "C", "H", "H", "H", "H", "C", "H", "H", "H", "H", "H", "H", "H"],
  "positions_angstrom": [[1.8001, 6.5436, 0.1773], [1.0843, 6.2297, -0.5889], [2.1379, 5.4829, 1.0450], [1.1363, 5.1142, 1.9514], [-0.0867, 4.4326, 1.3136], [-0.7846, 4.1331, 2.0994], [-0.5859, 5.1066, 0.6101], [0.3016, 3.2524, 0.6332], [0.4156, 3.3248, -0.7115], [0.0874, 4.3082, -1.3437], [0.9503, 2.0908, -1.2723], [1.1528, 1.9556, -2.6048], [1.7072, 0.8015, -3.0918], [2.2232, -0.1972, -2.2995], [2.0576, -0.1476, -0.9581], [2.5465, -1.1926, -0.0542], [3.1659, -2.1890, -0.3622], [2.2040, -0.9209, 1.2214], [2.3546, -1.9608, 2.1797], [1.0604, -2.7017, 2.3649], [0.2179, -2.9416, 1.3639], [-1.0807, -3.5919, 1.4467], [-1.6751, -4.0598, 0.2732], [-2.9230, -4.6516, 0.2956], [-3.6075, -4.7794, 1.4927], [-3.0311, -4.3175, 2.6650], [-1.7807, -3.7300, 2.6451], [-1.3500, -3.3570, 3.5619], [-3.5643, -4.4111, 3.6002], [-4.5879, -5.2305, 1.5107], [-3.3688, -5.0023, -0.6230], [-1.1446, -3.9577, -0.6636], [0.4984, -2.6336, 0.3636], [0.8533, -3.0284, 3.3727], [3.1487, -2.6436, 1.8468], [2.6602, -1.4775, 3.1108], [1.2391, 0.9561, -0.3089], [-0.0720, 0.3835, 0.1928], [-0.9157, -0.2716, -0.6899], [-2.1165, -0.8003, -0.2353], [-2.4991, -0.6870, 1.0952], [-1.6540, -0.0350, 1.9721], [-0.4536, 0.4936, 1.5252], [0.2036, 0.9971, 2.2163], [-1.9298, 0.0562, 3.0114], [-3.4342, -1.1185, 1.4162], [-2.9735, -1.4883, -1.1612], [-2.5360, -1.7189, -2.2708], [-4.0838, -1.7992, -0.7851], [-0.6553, -0.3810, -1.7322], [1.7858, 1.3519, 0.5528], [2.9409, -1.2539, -3.0708], [3.7935, -0.8188, -3.5918], [2.2703, -1.6864, -3.8131], [3.2935, -2.0365, -2.4089], [1.8651, 0.7321, -4.0866], [0.8359, 2.9976, -3.6226], [1.0647, 2.6473, -4.6272], [-0.2150, 3.2721, -3.5652], [1.4011, 3.9046, -3.4181], [1.6198, 4.4109, 2.6345], [0.7804, 5.9880, 2.5201], [2.7289, 6.8432, -0.3045], [1.3890, 7.3921, 0.7369]]
}